The following is a quantum chemistry calculation of a cluster of 2 separate species, C2H4NOP in total at a distorted geometry, from the OMol25 dataset.

Each line ends with the natural charge from an NBO analysis.
Atoms and positions in Å:
C -1.71189 1.34439 -1.03217  -0.128
C 0.87986 -0.95970 -0.27366  -1.100
N -2.41083 2.05931 -1.59730  -0.545
O -0.14802 0.35779 1.89982  -0.954
P -0.60081 -0.78748 0.77745  1.371
H 0.90165 -0.01475 -0.96117  0.316
H 0.83655 -1.89671 -0.90995  0.275
H 1.67036 -1.05966 0.48087  0.252
H 0.58311 0.95680 1.61612  0.514

**HOMO (spin up / spin down)**: -9.8 / -9.8 eV
**DFT total energy**: -14961.975 eV
**HOMO-LUMO gap (spin up / spin down)**: 7.3 / 7.3 eV
**Net charge**: 0
**LUMO (spin up / spin down)**: -0.0892 / -0.0893 Eh

***

The following is a quantum chemistry calculation of a structure of composition C2H4NOP at a distorted geometry, from the OMol25 dataset.

Each line ends with the natural charge from an NBO analysis.
Atoms and positions in Å:
C 0.27801 1.12953 0.05241  -0.001
C -0.03474 -0.24365 -0.33285  -0.750
N 1.43024 1.54064 0.06281  -0.079
O 2.30800 0.48135 -0.21234  -0.647
P 1.68711 -1.00117 0.00837  0.908
H -0.47644 1.92062 -0.05304  0.217
H -0.82995 -0.65514 0.28384  0.243
H -0.45103 -0.12467 -1.64281  0.224
H 1.24582 -0.83707 1.26839  -0.115

**HOMO**: -10.1 eV
**DFT total energy**: -14962.083 eV
**HOMO-LUMO gap**: 10.9 eV
**Net charge**: 0
**LUMO**: 0.0314 Eh

***

The following is a quantum chemistry calculation of an isolated molecule of C2H4NOP at a distorted geometry, from the OMol25 dataset.

Each line ends with the natural charge from an NBO analysis.
Atoms and positions in Å:
C 0.67556 -0.77051 -0.68370  -0.946
P -0.04901 0.95249 -0.46918  1.116
O -1.61366 0.50015 -0.26928  -0.996
C 0.36889 0.84579 1.53290  -0.056
N 0.80605 0.60678 2.56315  -0.375
H 1.70431 -0.97470 -0.61593  0.253
H 0.37213 -1.14673 -1.64913  0.232
H 0.05481 -1.21044 0.11504  0.250
H -2.31906 1.19719 -0.52387  0.522

**HOMO**: -10.2 eV
**DFT total energy**: -14964.373 eV
**SMILES**: CP(O)C#N
**HOMO-LUMO gap**: 10.3 eV
**Net charge**: 0
**LUMO**: 0.0062 Eh

***

The following is a quantum chemistry calculation of a cluster of 2 separate species, C2H4NP in total at a distorted geometry, from the OMol25 dataset.

Each line ends with the natural charge from an NBO analysis.
Atoms and positions in Å:
C -0.42525 -0.83671 -0.30572  -0.642
C -0.02086 0.38213 0.44182  -0.087
N 0.77495 1.21473 -0.23200  -0.821
P 1.48944 -0.45020 0.10533  0.690
H -0.91499 -1.65598 0.27526  0.226
H -0.92804 -0.85377 -1.22464  0.212
H -0.68907 0.69027 2.21726  0.038
H 0.71382 1.50953 -1.27731  0.385

**HOMO (spin up / spin down)**: -8.6 / -8.6 eV
**DFT total energy**: -12911.618 eV
**HOMO-LUMO gap (spin up / spin down)**: 8.4 / 8.4 eV
**Net charge**: 0
**LUMO (spin up / spin down)**: -0.0083 / -0.0083 Eh

***

The following is a quantum chemistry calculation of a cluster of 2 separate species, C2H4NP in total at a distorted geometry, from the OMol25 dataset.

Each line ends with the natural charge from an NBO analysis.
Atoms and positions in Å:
C 1.63169 -1.21525 1.46728  -0.738
P 2.17562 -1.63716 0.08202  0.526
H 1.25761 -0.86890 2.39258  0.215
C -0.68789 0.56780 -0.91929  -0.037
N -1.46537 1.53312 -0.76935  -0.597
H -0.83587 -0.45310 -0.55311  0.145
H 0.24362 0.74449 -1.44610  0.154
H -2.31941 1.32900 -0.25402  0.333

**HOMO**: -9.9 eV
**DFT total energy**: -12914.753 eV
**SMILES**: C#P.C=N
**HOMO-LUMO gap**: 10.3 eV
**Net charge**: 0
**LUMO**: 0.0117 Eh

***

The following is a quantum chemistry calculation of an isolated molecule of C2H4NP at a distorted geometry, from the OMol25 dataset.

Each line ends with the natural charge from an NBO analysis.
Atoms and positions in Å:
H 2.01516 -1.49404 0.30703  0.358
N 1.05402 -1.52521 -0.07156  -0.595
C 0.27893 -0.56698 0.00996  0.107
C 0.00739 0.86164 0.32891  -0.652
P -1.58095 -0.32480 0.03534  0.320
H 0.10969 1.24931 1.24747  0.221
H 0.12177 1.64385 -0.51518  0.255
H -2.00601 0.15624 -1.34199  -0.014

**HOMO**: -8.9 eV
**DFT total energy**: -12914.893 eV
**SMILES**: [H]/N=C1\CP1
**HOMO-LUMO gap**: 9.6 eV
**Net charge**: 0
**LUMO**: 0.0249 Eh

***

Calculated energy relative to the best compared isomer or geometry (same formula, charge and spin) (kcal per mole), listed in the same order as above: 61.6, 59.1, 6.3, 113.3, 41.0, 37.7